1.
DFT (ωB97M-V/def2-TZVPD) results for a structure of composition C36H41B2F9N7O5S3SeSr.

- E: -183163.6316 eV
- Gap between HOMO and LUMO: 6.29 eV
- Energy relative to the best compared isomer or geometry (same formula, charge and spin): 60.2 kcal/mol
- Charge: +1

Each line ends with the Löwdin charge.
Geometry (Å):
Sr: 0.4745 0.1918 0.4724  1.376
C: 4.4797 -2.4168 0.6975  0.004
C: 3.5049 -1.3125 0.4512  -0.235
N: 2.4007 -1.4400 -0.1830  -0.003
O: 2.0323 -2.6850 -0.5879  -0.008
B: 1.2136 -2.7779 -1.8499  -1.107
F: 0.5783 -4.0095 -1.7600  0.128
F: 2.0861 -2.6833 -2.9277  0.149
O: 0.0777 -1.7937 -2.0598  -0.027
N: 0.3782 -0.4492 -1.9397  -0.106
C: 0.9133 0.2003 -2.8964  -0.253
C: 1.1823 -0.3089 -4.2705  0.007
C: 1.3203 1.6119 -2.5360  -0.247
N: 1.4704 1.8104 -1.2840  -0.013
O: 1.8456 3.0518 -0.8601  0.027
B: 3.0527 3.0127 0.0353  -1.103
F: 4.1240 2.5221 -0.7032  0.154
F: 3.2010 4.3045 0.4922  0.159
O: 2.9247 2.1825 1.3075  -0.012
N: 2.7949 0.8249 1.0855  -0.078
C: 3.8231 0.0960 0.8981  -0.250
C: 5.2418 0.5151 1.0594  0.000
C: 1.5707 2.6147 -3.6109  0.006
H: 4.1701 -3.3136 0.1688  0.081
H: 4.5468 -2.6344 1.7662  0.097
H: 5.4760 -2.1252 0.3648  0.087
H: 0.6824 -1.2607 -4.4240  0.087
H: 2.2526 -0.4681 -4.4108  0.108
H: 0.8539 0.4272 -5.0054  0.079
H: 5.2903 1.5497 1.3831  0.089
H: 5.7792 0.4180 0.1153  0.104
H: 5.7306 -0.1318 1.7908  0.092
H: 2.3693 2.2698 -4.2700  0.099
H: 1.8639 3.5624 -3.1691  0.090
H: 0.6811 2.7548 -4.2259  0.073
N: -0.5966 -1.6370 1.9401  -0.441
S: -0.6197 -3.1084 1.3137  1.038
C: 0.4625 -4.1847 2.2283  -0.393
C: 0.4595 -4.2188 3.6170  -0.070
C: 1.3384 -5.0666 4.2651  -0.064
C: 2.1993 -5.8727 3.5250  -0.063
C: 2.1865 -5.8334 2.1410  -0.053
C: 1.3136 -4.9788 1.4762  -0.069
C: -2.1888 -3.8553 1.7867  -0.392
C: -2.3930 -5.2068 1.5376  -0.079
C: -3.6175 -5.7787 1.8495  -0.069
C: -4.6340 -4.9998 2.3952  -0.078
C: -4.4171 -3.6508 2.6373  -0.077
C: -3.1899 -3.0726 2.3336  -0.098
H: -0.7029 -1.6960 2.9524  -0.005
H: -0.2217 -3.5987 4.1887  0.113
H: 1.3546 -5.1073 5.3459  0.110
H: 2.8848 -6.5337 4.0389  0.111
H: 2.8610 -6.4574 1.5702  0.115
H: 1.3052 -4.9061 0.3952  0.103
H: -1.5976 -5.8119 1.1178  0.121
H: -3.7770 -6.8355 1.6763  0.113
H: -5.5829 -5.4529 2.6506  0.108
H: -5.1991 -3.0462 3.0799  0.107
H: -3.0061 -2.0184 2.5036  0.094
C: 0.3604 6.1191 1.8785  -0.083
C: -0.5961 4.9467 2.0704  -0.277
C: 0.1630 3.7362 2.5791  -0.328
S: -0.7072 2.1687 2.5480  0.924
O: -1.1417 1.9717 1.1013  -0.706
C: -2.2401 2.4368 3.4680  -0.320
C: -3.3571 3.1125 2.6697  -0.291
C: -4.7021 2.4448 2.9175  -0.103
H: -0.1707 7.0030 1.5268  0.077
H: 1.1343 5.8654 1.1533  0.076
H: 0.8570 6.3796 2.8149  0.083
H: -1.0616 4.6904 1.1158  0.112
H: -1.3944 5.2141 2.7666  0.099
H: 0.5404 3.8510 3.5995  0.115
H: 1.0359 3.5178 1.9531  0.077
H: -1.9680 2.9805 4.3751  0.105
H: -2.5375 1.4319 3.7753  0.084
H: -3.1065 3.0660 1.6059  0.071
H: -3.4034 4.1692 2.9307  0.106
H: -4.6721 1.3939 2.6160  0.069
H: -5.4976 2.9331 2.3542  0.075
H: -4.9820 2.4757 3.9717  0.082
S: -2.6316 -0.1958 -0.8469  0.727
C: -3.7648 -1.4959 -0.9994  -0.639
N: -5.0824 -1.3104 -1.1693  0.100
C: -5.9180 -2.3515 -1.4026  0.001
C: -5.3963 -3.6067 -1.4583  0.016
C: -4.0145 -3.7301 -1.2388  -0.036
N: -3.2200 -2.6999 -1.0245  0.132
H: -5.4472 -0.3605 -1.1115  0.091
H: -6.9588 -2.1009 -1.5449  0.150
H: -6.0180 -4.4630 -1.6660  0.127
H: -3.5426 -4.7040 -1.2324  0.136
F: -3.8095 1.1200 -7.2399  0.172
C: -3.8231 1.2268 -5.9255  -0.114
C: -2.6829 1.6440 -5.2511  -0.124
F: -1.5825 1.9391 -5.9262  0.152
C: -2.7130 1.7560 -3.8740  -0.244
F: -1.6230 2.1608 -3.2458  0.114
C: -3.8525 1.4508 -3.1416  -0.419
Se: -3.8276 1.6154 -1.2408  0.920
C: -4.9755 1.0364 -3.8424  -0.228
F: -6.1051 0.7152 -3.1821  0.070
C: -4.9789 0.9208 -5.2194  -0.135
F: -6.0662 0.5116 -5.8594  0.149

=====

2.
DFT (ωB97M-V/def2-TZVPD) results for an isolated molecule of C3H6NP.

- SMILES: CPCC#N
- E: -13984.7987 eV
- Gap between HOMO and LUMO: 10.16 eV
- Energy relative to the best compared isomer or geometry (same formula, charge and spin): 23.7 kcal/mol

Each line ends with the Löwdin charge.
Geometry (Å):
C: 1.8082 0.1967 -0.4084  -0.373
C: 0.8469 -0.8615 -0.3171  -0.424
C: -1.1838 1.3951 0.4920  -0.298
N: 2.6523 0.9780 -0.2628  0.132
P: -1.0487 -0.2862 -0.5536  0.832
H: -2.0578 1.3184 1.1383  0.004
H: 1.0211 -1.9883 -0.6137  0.112
H: 0.8937 -1.0342 0.8676  0.109
H: -1.1245 2.4347 0.2540  0.013
H: -0.3063 0.9552 1.0789  0.008
H: -0.9849 -0.0519 -1.9355  -0.115

=====

3.
DFT (ωB97M-V/def2-TZVPD) results for an isolated molecule of C6H9N.

- SMILES: CC#CC[C@H]1CN1
- E: -7854.9197 eV
- Gap between HOMO and LUMO: 10.34 eV
- Energy relative to the best compared isomer or geometry (same formula, charge and spin): 74.7 kcal/mol

Each line ends with the Löwdin charge.
Geometry (Å):
C: -1.3311 -2.0251 1.4005  -0.103
C: -1.3965 -0.5854 1.1771  -0.094
C: -1.1371 0.5384 0.8288  -0.050
C: -0.3499 1.5710 0.1489  -0.164
C: 1.0167 0.9444 -0.1112  -0.344
C: 1.2451 -0.2052 -1.0144  -0.154
N: 1.6361 1.1486 -1.4096  0.016
H: -2.1715 -2.5621 0.9585  0.074
H: -1.2414 -2.2842 2.4589  0.075
H: -0.4153 -2.3446 0.8902  0.077
H: -0.2220 2.4794 0.7481  0.109
H: -0.8159 1.8629 -0.7980  0.119
H: 1.6558 0.9497 0.7718  0.140
H: 0.4377 -0.6548 -1.5896  0.107
H: 2.0298 -0.9057 -0.7263  0.103
H: 2.6382 1.2787 -1.3208  0.088

=====

4.
DFT (ωB97M-V/def2-TZVPD) results for a structure of composition C18H27AuF4N6.

- E: -42603.3841 eV
- Gap between HOMO and LUMO: 7.59 eV

Each line ends with the Löwdin charge.
Geometry (Å):
Au: 0.0151 -0.0722 0.2141  0.926
C: -0.1114 2.8746 2.8860  -0.076
C: 0.0840 3.2969 1.4300  -0.256
N: 1.0680 2.4767 0.6937  -0.245
C: 1.3496 3.1878 -0.5435  -0.289
C: 2.1178 2.4200 -1.6347  -0.086
C: 2.2954 2.0502 1.4282  -0.141
C: 2.1617 0.6223 2.0944  -0.239
N: 0.8207 0.0689 2.0746  -0.229
C: 0.6300 -1.0406 2.8420  -0.238
C: 1.6014 -2.1225 2.9079  -0.135
F: 2.4451 -2.1930 1.8349  0.033
C: 1.5769 -3.2102 3.7930  -0.223
F: 2.2999 -4.2862 3.5247  0.093
C: 0.5316 -3.2663 4.7710  0.047
C: -0.4998 -2.3476 4.6771  -0.191
F: -1.3903 -2.3772 5.7166  0.050
C: -0.4553 -1.2630 3.7395  -0.160
F: -1.4495 -0.3875 3.7344  0.085
H: -0.9306 3.4740 3.2650  0.074
H: 0.8215 3.0428 3.4155  0.071
H: -0.4081 1.8628 2.9339  0.026
H: 0.3726 4.3821 1.3216  0.118
H: -0.8690 3.1583 0.8659  0.112
H: 1.8135 4.1552 -0.3564  0.106
H: 0.3732 3.5152 -0.9617  0.112
H: 3.1617 2.2660 -1.3748  0.061
H: 2.0171 2.8762 -2.6248  0.081
H: 1.7050 1.4364 -1.6786  0.014
H: 2.5754 2.7881 2.1440  0.093
H: 3.0557 1.9563 0.5994  0.109
H: 2.5545 0.7024 3.1510  0.129
H: 2.8948 -0.0919 1.6491  0.095
H: 0.5166 -4.0272 5.5565  0.128
C: -0.7351 0.2247 -2.7781  -0.273
N: -1.4052 -0.0970 -3.9691  -0.069
C: -0.8972 -1.4999 -4.4179  -0.130
N: -1.0446 -2.5507 -3.3983  -0.085
C: -0.2561 -2.0643 -2.2484  -0.136
N: -0.8180 -0.7571 -1.6627  -0.251
C: -2.2803 -0.9135 -1.3704  -0.194
N: -3.0454 -1.3296 -2.5830  -0.088
C: -2.8733 -0.3048 -3.6469  -0.145
C: -2.4561 -2.6571 -3.0047  -0.148
H: -1.0993 1.1787 -2.3107  0.134
H: 0.3346 0.4248 -2.9900  0.115
H: 0.1579 -1.3350 -4.6074  0.115
H: -1.3936 -1.6891 -5.3854  0.129
H: 0.7253 -1.7618 -2.6010  0.117
H: -0.2612 -2.8047 -1.4396  0.127
H: -2.6914 0.0381 -1.0512  0.112
H: -2.3659 -1.6945 -0.6319  0.110
H: -3.3437 0.6641 -3.2823  0.141
H: -3.4075 -0.6632 -4.5362  0.118
H: -2.9872 -2.9137 -3.9207  0.119
H: -2.6015 -3.4223 -2.2535  0.125

=====

5.
DFT (ωB97M-V/def2-TZVPD) results for a cluster of 2 separate species, C2H2F3NO2 in total.

- SMILES: OC(F)(F)F.N=C=O
- E: -15844.3017 eV
- Gap between HOMO and LUMO: 12.57 eV
- Energy relative to the best compared isomer or geometry (same formula, charge and spin): 3.4 kcal/mol

Each line ends with the Löwdin charge.
Geometry (Å):
C: -0.7079 1.7012 -0.8025  -0.419
C: 0.7987 -1.3611 0.6818  -0.801
N: -1.6851 1.6234 -1.4178  0.232
O: 0.2558 1.9904 -0.2125  0.138
O: 0.7743 -0.2273 1.3267  0.127
F: -0.4235 -1.9323 0.6781  0.124
F: 1.6054 -2.2583 1.2351  0.171
F: 1.1139 -1.1675 -0.6140  0.134
H: 0.7500 0.6741 0.7799  0.138
H: -2.4816 0.9575 -1.6550  0.157

=====

6.
DFT (ωB97M-V/def2-TZVPD) results for a cluster of 2 separate species, C2HBr2FO in total.

- E: -146936.6246 eV
- Gap between HOMO and LUMO (spin up / spin down): 8.20 / 8.20 eV
- Energy relative to the best compared isomer or geometry (same formula, charge and spin): 66.5 kcal/mol

Each line ends with the Löwdin charge.
Geometry (Å):
C: -0.3755 -0.8287 1.0964  -0.112
C: -0.0080 0.6237 -0.7129  -1.188
O: -0.8749 -0.5482 2.1034  0.107
F: -0.9020 1.5549 -0.8322  -0.081
Br: 1.7870 1.1037 -0.0133  0.576
Br: 0.0082 -0.2698 -2.4616  0.589
H: 0.3652 -1.6357 0.8203  0.110

=====

no.,largest force on an atom (eV/A)
1,0.42
2,4.12
3,0.63
4,3.23
5,5.84
6,3.70